1.
A 15-piece molecular cluster, C32H47Cl42N4O3 overall in a non-equilibrium geometry. Source: the OMol25 dataset; level of theory: ωB97M-V/def2-TZVPD.

Each line ends with the Löwdin charge.
Element x y z (Å)
C: -7.5162 0.3914 1.9489  -0.09
C: -7.8917 -0.6595 0.8385  -0.19
C: -6.6141 -0.8359 -0.0168  -0.16
O: -6.5292 -2.1776 -0.5937  -0.02
N: -5.2721 -2.6687 -0.4352  -0.07
C: -4.8796 -3.6470 0.3644  -0.18
N: -3.5399 -3.8130 0.2602  0.01
C: -2.6520 -4.7462 0.9776  -0.07
C: -1.6081 -5.4607 0.0488  -0.17
C: -0.1878 -5.4969 0.6595  -0.23
C: 0.6975 -4.2642 0.3650  -0.21
C: 1.0131 -4.0424 -1.1416  -0.19
C: 1.3310 -2.5589 -1.4980  -0.20
C: 2.8241 -2.1356 -1.2979  -0.18
C: 2.8611 -0.8907 -0.3657  -0.23
C: 2.4525 -1.2375 1.1055  -0.18
C: 3.1934 -0.3878 2.1795  -0.23
O: 2.3771 -0.1290 3.3218  -0.20
C: 2.2684 -1.2631 4.1522  -0.13
C: -3.1298 -2.8806 -0.6578  -0.21
N: -1.8231 -2.6170 -1.1033  0.17
C: -4.1871 -2.1278 -1.1396  -0.16
N: -4.1495 -1.0714 -2.0618  0.18
C: -4.7480 -1.3272 -3.1267  -0.39
O: -5.1002 -1.5865 -4.1889  0.15
H: -8.4055 0.8680 2.3712  0.08
H: -6.9386 -0.1576 2.7069  0.08
H: -6.8522 1.1403 1.4870  0.08
H: -8.1235 -1.5914 1.3674  0.11
H: -8.7189 -0.2654 0.2394  0.11
H: -6.5862 -0.0874 -0.8247  0.12
H: -5.7566 -0.6066 0.6327  0.13
H: -5.5132 -4.2321 1.0191  0.14
H: -3.3045 -5.4921 1.4491  0.13
H: -2.1083 -4.1644 1.7383  0.14
H: -1.9538 -6.5085 0.0034  0.10
H: -1.6504 -5.1005 -0.9863  0.10
H: 0.3232 -6.4007 0.2961  0.12
H: -0.2717 -5.5988 1.7516  0.05
H: 1.6677 -4.4562 0.8595  0.11
H: 0.3283 -3.3227 0.8096  0.09
H: 0.1287 -4.3271 -1.7324  0.08
H: 1.8745 -4.6464 -1.4685  0.12
H: 0.7213 -1.9079 -0.8507  0.07
H: 1.0305 -2.3890 -2.5431  0.09
H: 3.1688 -1.7578 -2.2744  0.10
H: 3.4723 -2.9393 -0.9272  0.11
H: 3.8624 -0.4246 -0.3714  0.11
H: 2.1640 -0.1226 -0.7327  0.07
H: 1.3735 -1.0396 1.2255  0.11
H: 2.5908 -2.3229 1.2248  0.09
H: 4.0951 -0.9296 2.5155  0.13
H: 3.4446 0.5974 1.7628  0.06
H: 3.0456 -1.2937 4.9378  0.09
H: 1.3027 -1.2590 4.6846  0.09
H: 2.3033 -2.2146 3.5911  0.08
H: -1.7742 -1.7112 -1.5635  0.10
H: -1.2338 -2.5430 -0.2735  0.08
C: 1.7228 3.5597 1.4398  -1.52
Cl: 2.4854 2.4401 0.3028  0.59
Cl: 2.7005 5.0101 1.6401  0.49
Cl: 0.0927 3.9767 0.8990  0.53
H: 1.6461 3.0631 2.4008  0.01
C: 0.5049 -8.4198 3.3747  -1.52
Cl: 1.2978 -9.4987 2.2298  0.54
Cl: 1.4566 -6.9501 3.6094  0.54
Cl: -1.1332 -8.0282 2.8275  0.54
H: 0.4289 -8.9289 4.3273  0.02
C: -7.9965 0.4985 -5.7585  -1.59
Cl: -9.0204 -0.6177 -6.6574  0.54
Cl: -8.1378 2.1355 -6.4002  0.54
Cl: -8.3913 0.4636 -4.0312  0.51
H: -6.9681 0.1818 -5.8755  -0.10
C: 4.1800 6.0653 5.7726  -1.54
Cl: 3.1918 4.7989 5.0424  0.52
Cl: 5.4648 5.3486 6.7495  0.52
Cl: 4.8548 7.1436 4.5371  0.48
H: 3.5483 6.6501 6.4252  -0.05
C: 5.3821 8.4692 9.1418  -1.58
Cl: 6.1996 10.0121 9.3917  0.53
Cl: 4.6898 7.8788 10.6525  0.52
Cl: 4.1338 8.6216 7.8996  0.57
H: 6.1135 7.7478 8.7976  -0.06
C: -2.4444 1.8160 -4.7038  -1.47
Cl: -1.0731 1.5648 -3.6186  0.54
Cl: -1.9490 1.6464 -6.3757  0.52
Cl: -3.7439 0.6609 -4.3493  0.65
H: -2.8244 2.8181 -4.5464  0.02
C: -5.4141 0.0648 -9.1150  -1.50
Cl: -5.2876 -0.4195 -7.4160  0.54
Cl: -3.8121 0.4007 -9.7790  0.53
Cl: -6.2325 -1.1813 -10.0534  0.55
H: -6.0024 0.9729 -9.1671  0.02
C: -0.5768 -2.2760 -6.6088  -1.50
Cl: -1.0217 -2.5323 -4.9099  0.51
Cl: -1.8645 -1.4219 -7.4578  0.49
Cl: 0.9492 -1.3980 -6.7158  0.49
H: -0.4441 -3.2444 -7.0746  0.02
C: 3.0241 9.3075 1.5362  -1.53
Cl: 3.9700 7.8217 1.6621  0.46
Cl: 1.6232 9.2411 2.6095  0.53
Cl: 4.0242 10.7133 1.9031  0.54
H: 2.6682 9.3995 0.5179  0.01
C: 5.3391 -1.6006 -6.8687  -1.53
Cl: 5.0671 -2.8986 -5.7012  0.52
Cl: 5.8361 -2.2593 -8.4268  0.54
Cl: 3.8872 -0.6094 -7.0444  0.47
H: 6.1363 -0.9700 -6.4960  0.01
C: -5.8461 -7.0686 -1.8713  -1.49
Cl: -7.5149 -7.3907 -2.3246  0.56
Cl: -5.7024 -5.4660 -1.1031  0.69
Cl: -5.2330 -8.3173 -0.7882  0.54
H: -5.2406 -7.0675 -2.7697  0.02
C: 1.7973 3.6456 -7.0375  -1.53
Cl: 2.0677 4.0420 -5.3386  0.53
Cl: 1.8256 1.8950 -7.2792  0.48
Cl: 0.2738 4.3341 -7.6029  0.52
H: 2.6000 4.0804 -7.6198  0.02
C: 8.1290 5.5156 11.2636  -1.53
Cl: 7.0965 4.4124 10.3482  0.52
Cl: 8.0533 7.1419 10.5802  0.53
Cl: 7.6668 5.5347 12.9651  0.54
H: 9.1506 5.1643 11.1919  0.01
C: 9.2490 7.3928 5.2172  -1.54
Cl: 8.2249 6.2761 4.3124  0.51
Cl: 9.1653 9.0145 4.5266  0.53
Cl: 8.7878 7.4177 6.9221  0.51
H: 10.2724 7.0463 5.1486  0.01

Calculated values
HOMO   -11.362 eV
Strongest force on any atom   0.0557 Eh/bohr
Frontier orbital gap   0.3283 Ha
Lowest unoccupied orbital energy   -2.43 eV
E_tot   -571980.5005 eV
Net charge   +1



2.
C32H47ClCoN4O8P2S as an isolated structure in a non-equilibrium geometry. Source: the OMol25 dataset; level of theory: ωB97M-V/def2-TZVPD.

Each line ends with the Löwdin spin population.
Element x y z (Å)
Co: -0.3808 0.7143 0.1655  2.76
C: 0.3730 -1.2615 5.8189  0.00
C: 1.3816 -1.0494 4.6747  0.00
C: 2.3577 0.0996 4.9152  0.00
O: 0.5972 -0.7884 3.5078  0.00
P: 0.7396 -1.5476 2.1351  0.01
O: -0.3503 -1.0212 1.2196  0.04
C: 2.4874 -1.2230 1.6337  0.00
P: 3.0753 -1.9776 0.0743  0.00
O: 2.0185 -1.9856 -0.9559  0.00
O: 3.4581 -3.4889 0.3970  0.00
C: 3.5354 -4.4912 -0.7365  0.00
C: 2.2169 -5.2325 -0.9560  0.00
C: 4.0764 -3.9821 -2.0276  0.00
O: 4.4639 -1.3221 -0.1704  0.00
C: 4.6538 0.0515 -0.7377  0.00
C: 5.9755 0.5735 -0.3086  0.00
C: 4.4752 0.0143 -2.2357  0.00
O: 0.5948 -3.1099 2.3508  0.00
C: -0.6399 -3.7336 2.7790  0.00
C: -0.2527 -4.9271 3.6476  0.00
C: -1.4446 -4.1400 1.5077  0.00
H: 0.8027 -1.1818 6.7814  0.00
H: -0.1723 -2.2059 5.6986  0.00
H: -0.3537 -0.4510 5.7627  0.00
H: 1.9406 -1.9774 4.5417  0.00
H: 1.7618 0.9495 5.1247  0.00
H: 2.9327 0.3447 4.0051  0.00
H: 3.0109 -0.1143 5.7556  0.00
H: 3.1557 -1.5159 2.4574  0.00
H: 2.5751 -0.1300 1.5396  0.00
H: 4.2606 -5.2372 -0.3037  0.00
H: 1.5448 -4.5577 -1.4837  0.00
H: 1.8102 -5.5972 -0.0254  0.00
H: 2.4238 -6.0153 -1.6717  0.00
H: 3.3293 -3.3804 -2.6093  0.00
H: 4.4047 -4.8384 -2.5942  0.00
H: 4.8981 -3.3135 -1.9188  0.00
H: 3.8723 0.6372 -0.2570  0.00
H: 6.7679 0.0783 -0.8827  0.00
H: 6.1575 0.3854 0.7431  0.00
H: 6.0620 1.6322 -0.4569  0.00
H: 5.1762 -0.6677 -2.6682  0.00
H: 4.6548 1.0586 -2.6044  0.00
H: 3.4837 -0.3076 -2.5147  0.00
H: -1.1859 -2.9950 3.4150  0.00
H: 0.3101 -5.6154 3.0027  0.00
H: -1.1994 -5.3480 3.9692  0.00
H: 0.3238 -4.6517 4.5113  0.00
H: -0.9220 -4.9298 0.9764  0.00
H: -1.6233 -3.3256 0.8541  0.00
H: -2.3406 -4.6258 1.8167  0.00
C: -6.3723 3.6950 -4.5704  0.00
C: -4.9431 3.3215 -4.0927  0.00
C: -3.8733 3.3130 -4.9885  0.00
C: -2.5961 3.0606 -4.5201  0.00
C: -2.4041 2.7588 -3.1587  0.00
C: -3.4737 2.6886 -2.2889  0.00
C: -4.6997 2.9954 -2.7878  0.00
S: -0.7602 2.4623 -2.5942  0.01
O: 0.1703 3.2734 -3.4124  0.00
O: -0.7313 0.2896 -4.1239  0.00
N: -0.7332 2.5721 -1.0650  0.03
C: -1.2795 3.5795 -0.3107  0.00
C: -1.2959 4.8803 -0.7064  0.00
C: -1.8974 5.9030 0.0608  0.00
C: -2.4882 5.6382 1.2486  0.00
C: -2.4230 4.2550 1.7351  0.00
C: -3.0399 3.8354 2.9419  0.00
C: -3.0613 2.5498 3.3469  0.00
C: -2.3925 1.6205 2.5238  0.00
N: -1.8117 1.9331 1.4086  0.03
C: -1.8373 3.2488 0.9480  0.00
H: -6.6819 4.6145 -4.0614  0.00
H: -7.0199 2.8711 -4.3582  0.00
H: -6.4542 3.9077 -5.6254  0.00
H: -4.1018 3.4294 -6.0281  0.00
H: -1.7272 3.0533 -5.1841  0.00
H: -3.3012 2.4629 -1.2373  0.00
H: -5.5502 2.8580 -2.1181  0.00
H: -0.7872 5.1321 -1.6672  0.00
H: -1.9746 6.8881 -0.4180  0.00
H: -2.9680 6.4118 1.8221  0.00
H: -3.5240 4.5971 3.5643  0.00
H: -3.4884 2.2075 4.2739  0.00
H: -2.2891 0.5851 2.9034  0.00
Cl: 1.4748 1.9930 1.0633  0.05
N: -1.8288 -1.5345 -3.1515  0.01
C: -2.0841 -0.3832 -4.0133  0.00
C: -0.3226 0.6680 -2.8554  0.00
N: -0.7536 -0.1151 -1.6830  0.04
C: -1.2370 -1.3202 -2.0152  0.01
H: -2.2756 -2.4525 -3.3036  0.00
H: -2.0609 -0.7144 -5.0627  0.00
H: 0.7759 0.8227 -2.8301  0.00
H: -1.1512 -2.1311 -1.2715  0.00

Calculated values
Multiplicity   4
Relative energy (zero: lowest compared OMol25 entry of this formula, charge and spin)   373.6 kJ/mol
HOMO (spin up / spin down)   -5.864 / -5.854 eV
Strongest force on any atom   0.0450 Eh/bohr
Frontier orbital gap (spin up / spin down)   0.2230 / 0.2218 Ha
Lowest unoccupied orbital energy (spin up / spin down)   0.20 / 0.18 eV
E_tot   -135853.1297 eV
Net charge   0